Record 1
Molecular formula: C50H58N8O14
Method: DFT, ωB97M-V with the def2-TZVPD basis set

structure (SMILES)	O=[N+]([O-])c1ccccc1.O=[N+]([O-])c1ccccc1.O=[N+]([O-])c1ccccc1.O=[N+]([O-])c1ccccc1.O=[N+]([O-])c1ccccc1.O=[N+]([O-])c1ccccc1.COC[C@H](C)N.COC[C@H](C)N.c1ccccc1
E_HOMO	-0.327	hartree
E	-93354.2921	eV

```
130
C50H58N8O14 ωB97M-V with the def2-TZVPD basis set
C -0.56103 3.00848 -3.73880
C -0.47652 2.06892 -4.89044
C -1.58155 1.04190 -4.93890
O -1.72974 0.29503 -6.17764
C -0.70332 -0.50265 -6.52420
N -0.61979 2.88612 -6.06675
H -0.62371 2.48565 -2.78443
H -1.45896 3.61389 -3.86257
H 0.32525 3.64299 -3.73822
H 0.54272 1.68375 -4.92048
H -2.56542 1.49027 -4.80082
H -1.66579 0.42706 -4.04282
H -0.42197 -1.09787 -5.65550
H 0.15486 0.10463 -6.81200
H -0.96272 -1.20091 -7.31998
H -0.96055 2.15969 -6.68018
H -1.43071 3.45663 -5.87434
C -2.08676 -6.17138 1.90163
C -1.76780 -5.68053 3.29425
C -0.30486 -5.77900 3.67447
O -0.15480 -5.38509 5.02375
C 0.96005 -5.96527 5.60248
N -2.15215 -4.27139 3.36163
H -1.64786 -7.12929 1.62255
H -1.78124 -5.48197 1.11457
H -3.16780 -6.30386 1.85812
H -2.42583 -6.15794 4.02033
H 0.31792 -5.26556 2.94191
H 0.03247 -6.80105 3.50209
H 1.11177 -5.34290 6.48437
H 1.76722 -6.04245 4.87405
H 0.68628 -6.96975 5.92525
H -3.15233 -4.28257 3.50171
H -1.80446 -4.27397 4.30989
C -2.19334 4.85146 4.45295
C -3.39153 4.43980 3.90991
C -3.50565 3.26423 3.16454
C -2.34447 2.59914 2.77469
C -1.19871 2.93819 3.39622
C -1.11104 4.03425 4.23475
H -2.18393 5.62966 5.20177
H -4.26891 4.99676 4.20383
H -4.44586 2.85832 2.82153
H -2.46785 1.70207 2.18610
H -0.29357 2.36138 3.27618
H -0.16426 4.24906 4.70788
C -5.41501 -6.89621 -1.90961
C -4.50177 -5.85445 -2.05207
C -4.40851 -4.88166 -1.01262
C -4.98768 -5.16779 0.24026
C -5.88070 -6.26663 0.36311
C -6.09469 -7.09520 -0.74561
N -4.85081 -4.20328 1.39605
O -4.92101 -4.56591 2.55348
O -4.77453 -2.96058 1.10862
H -5.38403 -7.68385 -2.64790
H -4.00186 -5.66966 -2.99139
H -3.71334 -4.05590 -1.04782
H -6.47152 -6.53239 1.22724
H -6.84928 -7.85233 -0.59153
C 4.41689 4.41624 0.87251
C 3.52684 5.43144 0.66569
C 3.79353 6.68295 1.20951
C 5.01535 6.99684 1.84250
C 5.82074 5.88595 2.08959
C 5.58843 4.58424 1.61306
N 5.47697 8.34426 2.11764
O 6.70236 8.52482 2.08890
O 4.65048 9.25768 2.13542
H 4.02986 3.48002 0.49818
H 2.61497 5.19547 0.13729
H 3.22921 7.57305 0.97357
H 6.74143 6.04334 2.63178
H 6.29878 3.82340 1.90103
C 5.03877 0.28434 -0.89631
C 3.70435 0.57764 -1.13157
C 3.36401 1.76265 -1.80017
C 4.41871 2.57571 -2.30969
C 5.74248 2.22366 -2.07291
C 6.04302 1.08253 -1.35080
N 4.02216 3.81865 -3.05445
O 4.89025 4.65382 -3.28764
O 2.81979 3.86314 -3.46743
H 5.29629 -0.54701 -0.25682
H 2.98103 -0.10394 -0.70891
H 2.32005 2.02743 -1.88055
H 6.56192 2.82434 -2.43909
H 7.00292 0.64154 -1.12604
C -6.63158 0.89331 -5.65737
C -5.54675 0.08904 -5.96486
C -4.87530 -0.63420 -4.99845
C -5.15835 -0.37254 -3.61467
C -6.22241 0.48436 -3.26859
C -6.92144 1.10177 -4.29234
N -4.33717 -0.91007 -2.59972
O -4.68569 -0.74019 -1.46808
O -3.28604 -1.47736 -2.94728
H -7.19694 1.19212 -6.52771
H -5.24115 0.20480 -6.99423
H -3.97897 -1.21290 -5.16606
H -6.48398 0.68901 -2.24093
H -7.85567 1.62607 -4.15552
C 7.51995 -1.77649 3.63112
C 6.32788 -1.89563 4.41294
C 5.18550 -1.11564 4.12623
C 5.17871 -0.19190 3.09023
C 6.30110 -0.11382 2.19604
C 7.46905 -0.89404 2.50956
N 3.97781 0.65287 2.76018
O 2.94318 0.46926 3.38352
O 4.07262 1.59817 1.96420
H 8.33322 -2.48113 3.72321
H 6.40969 -2.51186 5.29610
H 4.37620 -1.24792 4.82905
H 6.19469 0.59079 1.38449
H 8.34123 -0.86688 1.87319
C -0.68536 -1.50673 1.15787
C 0.36202 -0.71131 1.66027
C 0.56438 0.58487 1.09521
C -0.39435 1.19304 0.28372
C -1.44950 0.36421 -0.16184
C -1.53580 -1.04043 0.19743
N -0.19395 2.63753 -0.13132
O -1.13252 3.20813 -0.66814
O 0.83755 3.18544 -0.09374
H -0.72507 -2.55099 1.43050
H 1.13495 -1.13480 2.28449
H 1.35035 1.25617 1.40827
H -2.16094 0.73606 -0.88432
H -2.15974 -1.79252 -0.26242
```

---

Record 2
Molecular formula: C50H59ClFeN7OTe
Method: DFT, ωB97M-V with the def2-TZVPD basis set

2S+1	6
E_HOMO (alpha / beta)	-0.232 / -0.253	hartree
energy relative to the best compared isomer or geometry (same formula, charge and spin)	427.1	kJ/mol
E	-119483.3685	eV

```
120
C50H59ClFeN7OTe ωB97M-V with the def2-TZVPD basis set
Fe -0.06849 -0.69279 1.18379
C -0.72736 -3.49472 2.65588
N -1.75871 -2.56644 3.07514
C -2.80850 -3.25208 3.82437
C -1.99113 -1.43621 2.33388
N -1.28054 -2.32106 -0.06196
C -1.07865 -3.23639 -1.10618
C -1.97217 -4.21887 -1.44020
C -1.74380 -5.06879 -2.53947
C -0.65331 -4.89881 -3.32605
C 0.29004 -3.88050 -3.02502
C 1.34921 -3.66207 -3.93956
C 2.21740 -2.63559 -3.74748
C 2.13174 -1.87451 -2.57170
C 1.20818 -2.12932 -1.57916
N 1.40912 -1.39966 -0.36074
C 2.68943 -1.25263 -0.03887
N 3.59746 -2.27823 -0.10399
C 3.13491 -3.65505 -0.09481
C 4.89909 -2.08178 -0.71778
N 3.15142 -0.08658 0.47055
C 4.28511 0.00087 1.38410
C 2.39084 1.14465 0.27952
C 0.14551 -3.07490 -1.86132
N -2.68049 -0.49185 2.98696
C -2.94727 -0.49933 4.42149
C -2.98921 0.78077 2.34226
H -1.08385 -4.21965 1.91339
H -0.38254 -4.04190 3.53594
H 0.13460 -2.97657 2.24191
H -2.90888 -4.27095 3.44009
H -3.76739 -2.75968 3.69272
H -2.57886 -3.31981 4.89077
H -2.89676 -4.31240 -0.89741
H -2.47651 -5.83053 -2.77353
H -0.49936 -5.50075 -4.21157
H 1.41537 -4.29714 -4.81337
H 2.98396 -2.41021 -4.47767
H 2.84061 -1.06953 -2.41888
H 2.21154 -3.73008 0.47549
H 3.89691 -4.26661 0.39096
H 2.96258 -4.03705 -1.10534
H 5.09954 -1.02274 -0.85373
H 4.91186 -2.56465 -1.70085
H 5.69317 -2.51419 -0.10540
H 4.65299 -0.99093 1.62377
H 3.95889 0.47629 2.31050
H 5.09330 0.58996 0.94545
H 1.33037 0.96400 0.43868
H 2.50617 1.51784 -0.74038
H 2.74775 1.89081 0.98484
H -2.25349 -1.15770 4.93184
H -3.97383 -0.78418 4.66107
H -2.78397 0.50917 4.79898
H -3.98434 0.78748 1.90041
H -2.25960 1.01883 1.57429
H -2.94348 1.56112 3.10130
C 2.40631 7.04509 -5.10800
C 1.81169 5.88511 -4.35688
C 1.07990 4.90456 -5.00805
C 0.52429 3.82461 -4.32493
C -0.23972 2.80100 -5.13501
C 0.69111 3.72374 -2.93536
Te -0.35563 2.02032 -1.97828
N -0.98141 0.49286 -0.24840
C -2.20446 0.29283 -0.75300
O -2.68518 1.00671 -1.67617
C -3.12113 -0.78887 -0.21971
C -2.57734 -1.91208 0.48116
C -3.50572 -2.93015 0.80383
C -4.86792 -2.72010 0.72853
C -5.37815 -1.55979 0.16196
C -4.48464 -0.62741 -0.35217
C -1.32517 3.40453 -0.72294
C -0.99009 3.41632 0.62447
C -1.59926 4.30855 1.49529
C -2.55848 5.18357 1.00796
C -2.90344 5.15227 -0.33440
C -2.30008 4.26512 -1.22412
C -2.72100 4.24311 -2.66508
C 1.45331 4.69404 -2.27154
C 1.71530 4.65107 -0.78888
C 1.99546 5.75592 -2.98737
H 2.08682 7.04665 -6.14962
H 3.49739 7.00646 -5.09277
H 2.10985 7.99569 -4.66174
H 0.93345 4.97822 -6.08057
H -0.30526 3.11626 -6.17587
H -1.25583 2.65409 -4.76662
H 0.24738 1.82398 -5.11477
H -0.83398 -1.46932 -0.40672
H -3.12755 -3.86250 1.20107
H -5.53882 -3.50015 1.06853
H -6.44517 -1.41174 0.07420
H -4.83031 0.25262 -0.87942
H -0.25348 2.71846 1.00212
H -1.32432 4.31733 2.54246
H -3.04418 5.88604 1.67298
H -3.66859 5.82305 -0.70700
H -3.64898 4.79720 -2.80103
H -2.88740 3.21574 -2.99632
H -1.95700 4.69181 -3.30455
H 1.74602 3.62905 -0.41212
H 0.93296 5.17024 -0.23235
H 2.66677 5.12933 -0.55458
H 2.57881 6.50366 -2.45879
Cl 0.07867 -0.97004 6.20762
C 1.28889 -1.77000 5.21758
C 2.03113 -2.76301 5.83900
C 3.02797 -3.42915 5.14837
C 3.25917 -3.06922 3.82422
C 2.50566 -2.07969 3.22602
C 1.48309 -1.37625 3.88508
C 0.64914 -0.37904 3.23539
H 1.81980 -2.99928 6.87315
H 3.60510 -4.20503 5.63102
H 4.03082 -3.56859 3.25002
H 2.68568 -1.85027 2.18702
H 1.13129 0.20735 2.45169
H -0.00008 0.23072 3.84643
```

---

> Which formula does entry 2 have?

C50H59ClFeN7OTe

---

> Number 2 is which compound?

C50H59ClFeN7OTe